{
  "formula": "C5H15NO",
  "method": "ωB97M-V/def2-TZVPD",
  "species": ["C", "C", "C", "N", "C", "C", "H", "H", "H", "H", "H", "H", "H", "H", "H", "H", "H", "H", "H", "O", "H", "H"],
  "coordinates": [[-1.842, -0.833, 1.848], [-0.897, 0.382, 1.846], [0.295, 0.208, 0.906], [0.047, 0.627, -0.473], [-0.243, -0.485, -1.438], [-0.916, 0.115, -2.660], [-2.847, -0.723, 2.251], [-2.085, -1.118, 0.816], [-1.362, -1.644, 2.401], [-0.650, 0.562, 2.898], [-1.500, 1.264, 1.601], [1.015, 0.885, 1.394], [0.720, -0.803, 0.989], [-0.821, 1.152, -0.428], [-1.053, -1.077, -0.992], [0.680, -1.009, -1.644], [-0.870, -0.574, -3.514], [-0.604, 1.097, -3.000], [-1.994, 0.273, -2.497], [3.282, 0.062, 0.074], [3.593, 0.325, -0.794], [2.337, -0.031, 0.009]],
  "atomic_forces_ev_per_a": [[-0.11, -0.22, -0.62], [-1.78, -0.73, 0.57], [0.27, 0.95, 1.46], [-0.26, -0.70, -0.30], [-1.09, 1.71, 0.96], [-0.78, -0.22, -0.98], [0.11, 0.58, 0.56], [0.45, -0.33, 0.15], [-0.12, -0.18, -0.39], [0.63, -0.04, -0.24], [0.32, 0.15, -0.40], [0.38, -0.19, -0.67], [-0.27, 0.10, -0.21], [0.20, 0.32, -0.20], [0.77, -0.85, -0.09], [-0.01, -0.36, -0.08], [0.10, 0.17, 0.16], [0.78, 0.02, 0.15], [0.21, -0.25, 0.28], [0.78, -0.13, 0.23], [-0.11, 0.05, -0.09], [-0.48, 0.18, -0.25]],
  "homo_energy_ha": -0.332,
  "smiles": "CCCNCC.O",
  "e_tot_ev": -8965.086,
  "lumo_ha": 0.03573,
  "homo_lumo_gap_ha": 0.36796
}

{
  "formula": "C5H15NO",
  "method": "ωB97M-V/def2-TZVPD",
  "species": ["C", "C", "C", "C", "C", "N", "H", "H", "H", "H", "H", "H", "H", "H", "H", "H", "H", "H", "H", "O", "H", "H"],
  "coordinates": [[0.152, 2.904, -2.070], [-0.575, 2.379, -0.867], [-0.839, 0.856, -0.786], [0.491, 0.044, -0.705], [0.165, -1.322, -0.052], [-0.723, -2.098, -0.852], [1.157, 2.516, -2.308], [0.183, 3.968, -2.289], [-0.313, 2.461, -2.977], [-0.048, 2.702, 0.034], [-1.571, 2.837, -0.861], [-1.432, 0.578, -1.655], [-1.374, 0.750, 0.158], [1.100, 0.684, -0.049], [0.972, 0.065, -1.681], [-0.356, -1.102, 0.889], [1.086, -1.791, 0.359], [-1.429, -2.549, -0.295], [-0.254, -2.673, -1.533], [1.201, -2.250, 4.478], [0.712, -1.681, 5.080], [0.586, -2.911, 4.191]],
  "atomic_forces_ev_per_a": [[0.43, -1.33, -2.74], [-0.32, 0.16, 0.41], [1.39, 0.99, -0.37], [-1.46, 0.89, 0.89], [1.22, 1.20, 0.98], [-0.16, -0.04, -0.32], [0.09, 0.18, 1.08], [-0.19, 0.19, 0.64], [-0.43, 0.37, 0.29], [-0.14, -0.02, 0.19], [0.15, 0.21, 0.18], [-0.25, -0.30, 0.21], [-0.30, -0.45, -0.21], [0.31, -0.58, 0.06], [0.08, -0.61, -0.06], [-0.10, 0.24, -0.20], [-0.21, -0.27, -0.78], [0.15, -0.49, -0.36], [-0.28, -0.33, 0.13], [0.55, 0.58, 0.23], [-0.01, -0.05, -0.03], [-0.54, -0.53, -0.21]],
  "homo_energy_ha": -0.331,
  "smiles": "CCCCCN.O",
  "e_tot_ev": -8965.262,
  "lumo_ha": 0.02826,
  "homo_lumo_gap_ha": 0.35897
}